Entry 1:
C30H37O5W | ωB97M-V/def2-TZVPD

Expectation value of S² ... 2.01
LUMO (spin up / spin down) ... 0.0854 / 0.0855 Eh
Max |F| ... 0.0378 hartree/bohr
HOMO (spin up / spin down) ... 0.0259 / -0.1384 Eh

```
! RIJCOSX wB97M-V def2-TZVPD def2/J DEFGRID3
* xyz -1 3
C 1.391 -3.729 -2.289
C 0.642 -2.391 -2.338
C 2.598 -3.506 -1.331
C 2.852 -1.990 -1.351
H 3.456 -4.077 -1.704
H 2.323 -3.864 -0.332
C 1.771 -1.353 -2.271
H 0.005 -2.325 -1.440
H 0.003 -2.300 -3.231
C 1.397 -0.020 -1.637
H 2.171 -1.198 -3.286
H 3.840 -1.794 -1.788
C 2.754 -1.138 -0.049
C 0.539 -4.955 -2.003
C 1.810 -4.147 -3.706
O 2.914 -4.542 -4.036
O -0.632 -4.945 -1.676
O 1.229 -6.091 -2.244
O 0.764 -4.091 -4.562
C 0.939 -4.850 -5.773
H -0.045 -4.859 -6.245
H 1.238 -5.875 -5.525
H 1.693 -4.377 -6.422
C 0.464 -7.295 -2.124
H 0.176 -7.480 -1.079
H 1.128 -8.080 -2.491
H -0.432 -7.243 -2.756
O 2.049 0.097 -0.371
H 0.310 0.084 -1.469
H 1.744 0.820 -2.262
C 4.136 -0.727 0.457
C 1.985 -1.792 1.101
H 2.536 -2.650 1.501
H 0.986 -2.115 0.787
H 1.869 -1.058 1.911
H 4.040 0.009 1.263
H 4.720 -0.270 -0.350
H 4.682 -1.596 0.843
W -1.803 2.802 0.821
C -1.149 4.833 -0.143
C -0.170 3.908 -0.629
C -0.844 2.856 -1.325
H 0.910 4.016 -0.559
C -2.251 3.162 -1.337
C -2.446 4.383 -0.583
H -3.381 4.931 -0.494
H -0.952 5.783 0.348
H -0.371 2.029 -1.849
H -3.009 2.642 -1.918
C -2.693 1.376 2.726
C -3.630 2.350 2.255
C -3.910 2.059 0.874
H -4.166 3.091 2.847
C -3.067 0.947 0.475
C -2.344 0.516 1.643
H -1.715 -0.372 1.693
H -2.382 1.255 3.760
H -4.731 2.475 0.295
H -3.101 0.442 -0.489
C -0.385 3.397 2.498
C -1.015 4.080 3.648
C -1.882 5.189 3.507
C -2.518 5.735 4.625
C -2.274 5.210 5.902
C -1.338 4.177 6.063
C -0.723 3.614 4.948
H 0.018 2.403 2.755
H 0.403 3.987 2.007
H -2.059 5.624 2.520
H -3.206 6.578 4.502
H -2.792 5.620 6.771
H -1.083 3.802 7.057
H 0.010 2.812 5.066
*
```

Formally, the Löwdin partial charges of the atoms, in units of the elementary charge, are as follows: atom 1 (C): -0.2437, atom 2 (C): -0.0634, atom 3 (C): -0.0303, atom 4 (C): -0.1596, atom 5 (H): 0.1228, atom 6 (H): 0.1157, atom 7 (C): -0.2174, atom 8 (H): 0.1323, atom 9 (H): 0.1188, atom 10 (C): -0.1656, atom 11 (H): 0.1439, atom 12 (H): 0.1422, atom 13 (C): -0.5059, atom 14 (C): -0.4380, atom 15 (C): -0.4428, atom 16 (O): 0.1102, atom 17 (O): 0.1146, atom 18 (O): -0.0378, atom 19 (O): -0.0671, atom 20 (C): -0.0590, atom 21 (H): 0.0885, atom 22 (H): 0.0923, atom 23 (H): 0.0948, atom 24 (C): -0.0557, atom 25 (H): 0.0970, atom 26 (H): 0.0894, atom 27 (H): 0.0953, atom 28 (O): -0.0932, atom 29 (H): 0.1093, atom 30 (H): 0.1136, atom 31 (C): -0.0332, atom 32 (C): -0.0307, atom 33 (H): 0.0783, atom 34 (H): 0.0847, atom 35 (H): 0.0910, atom 36 (H): 0.0865, atom 37 (H): 0.0837, atom 38 (H): 0.0855, atom 39 (W): 1.1604, atom 40 (C): -0.2298, atom 41 (C): -0.1861, atom 42 (C): -0.2087, atom 43 (H): 0.1035, atom 44 (C): -0.2631, atom 45 (C): -0.2519, atom 46 (H): 0.0904, atom 47 (H): 0.0994, atom 48 (H): 0.0702, atom 49 (H): 0.0601, atom 50 (C): -0.1736, atom 51 (C): -0.2014, atom 52 (C): -0.2516, atom 53 (H): 0.1068, atom 54 (C): -0.2464, atom 55 (C): -0.1839, atom 56 (H): 0.0909, atom 57 (H): 0.1080, atom 58 (H): 0.0960, atom 59 (H): 0.0858, atom 60 (C): -0.2606, atom 61 (C): -0.3268, atom 62 (C): -0.0700, atom 63 (C): -0.1085, atom 64 (C): -0.1240, atom 65 (C): -0.1105, atom 66 (C): -0.0751, atom 67 (H): 0.0379, atom 68 (H): 0.0453, atom 69 (H): 0.0907, atom 70 (H): 0.0942, atom 71 (H): 0.0871, atom 72 (H): 0.0927, atom 73 (H): 0.1061

***

Entry 2:
C30H38BCsN4O4Si | ωB97M-V/def2-TZVPD

LUMO ... 0.1469 Eh
Max |F| ... 0.0532 hartree/bohr
HOMO ... -0.0239 Eh

```
! RIJCOSX wB97M-V def2-TZVPD def2/J DEFGRID3
* xyz -2 1
Cs -0.881 0.003 -0.739
C 1.414 2.102 3.321
O 0.003 2.036 3.150
C -0.753 2.490 4.155
C -0.230 3.062 5.313
C -1.079 3.518 6.316
C -2.450 3.399 6.161
C -2.963 2.826 4.999
C -2.136 2.375 3.980
N -2.592 1.734 2.786
N -3.759 2.043 2.594
C -4.507 1.383 1.645
C -4.099 0.206 0.914
O -2.964 -0.310 0.939
C -5.143 -0.426 0.094
C -6.381 0.067 -0.028
C -6.795 1.256 0.673
C -8.097 1.767 0.532
C -8.506 2.886 1.217
C -7.590 3.522 2.075
C -6.312 3.045 2.222
C -5.863 1.895 1.516
H 1.753 3.134 3.414
H 1.869 1.667 2.449
H 1.735 1.542 4.201
H 0.839 3.158 5.438
H -0.655 3.955 7.214
H -3.122 3.739 6.940
H -4.030 2.701 4.861
H -4.845 -1.323 -0.434
H -7.103 -0.435 -0.665
H -8.783 1.252 -0.134
H -9.508 3.275 1.093
H -7.898 4.402 2.629
H -5.610 3.545 2.877
N 3.640 1.104 -0.475
C 4.624 0.077 -0.849
C 4.095 -1.313 -0.518
C 3.751 -1.521 0.960
C 3.207 -2.917 1.243
N 1.781 -3.002 0.904
H 2.769 0.903 -0.950
H 3.913 2.015 -0.811
H 5.546 0.253 -0.285
H 4.885 0.106 -1.909
H 4.853 -2.047 -0.816
H 3.206 -1.506 -1.135
H 2.992 -0.798 1.264
H 4.643 -1.332 1.573
H 3.334 -3.147 2.303
H 3.820 -3.641 0.691
H 1.440 -3.948 0.981
H 1.604 -2.724 -0.062
C 1.417 1.096 -4.854
Si 0.888 2.236 -3.388
C 2.120 3.700 -3.703
C -0.706 3.016 -4.172
H 1.383 1.615 -5.834
H 0.767 0.209 -4.913
H 2.443 0.727 -4.701
H 2.022 4.123 -4.723
H 3.160 3.355 -3.581
H 1.960 4.517 -2.981
H -0.508 3.502 -5.148
H -1.147 3.768 -3.502
H -1.471 2.241 -4.337
O -0.757 -2.388 -3.324
B 0.216 -2.834 -2.331
O 0.454 -4.229 -2.694
C -0.324 -4.545 -3.778
C -0.437 -5.744 -4.449
C -1.325 -5.806 -5.535
C -2.061 -4.691 -5.916
C -1.935 -3.476 -5.223
C -1.061 -3.435 -4.159
H 0.143 -6.608 -4.141
H -1.436 -6.736 -6.083
H -2.740 -4.758 -6.758
H -2.498 -2.595 -5.509
*
```

Formally, the Löwdin partial charges of the atoms, in units of the elementary charge, are as follows: atom 1 (Cs): 0.7476, atom 2 (C): -0.0638, atom 3 (O): -0.0607, atom 4 (C): -0.2481, atom 5 (C): -0.0414, atom 6 (C): -0.1198, atom 7 (C): -0.1198, atom 8 (C): -0.0355, atom 9 (C): -0.1654, atom 10 (N): 0.0895, atom 11 (N): 0.0271, atom 12 (C): -0.1358, atom 13 (C): -0.4142, atom 14 (O): -0.2966, atom 15 (C): -0.0120, atom 16 (C): -0.0522, atom 17 (C): -0.1906, atom 18 (C): -0.0712, atom 19 (C): -0.1300, atom 20 (C): -0.1179, atom 21 (C): -0.0429, atom 22 (C): -0.1084, atom 23 (H): 0.0915, atom 24 (H): 0.0814, atom 25 (H): 0.0930, atom 26 (H): 0.0898, atom 27 (H): 0.0887, atom 28 (H): 0.0858, atom 29 (H): 0.0963, atom 30 (H): 0.1078, atom 31 (H): 0.1021, atom 32 (H): 0.0987, atom 33 (H): 0.0803, atom 34 (H): 0.0863, atom 35 (H): 0.0901, atom 36 (N): 0.0047, atom 37 (C): -0.3017, atom 38 (C): -0.2159, atom 39 (C): -0.2217, atom 40 (C): -0.3125, atom 41 (N): 0.0046, atom 42 (H): 0.0205, atom 43 (H): 0.0514, atom 44 (H): 0.0968, atom 45 (H): 0.0969, atom 46 (H): 0.1066, atom 47 (H): 0.1005, atom 48 (H): 0.0948, atom 49 (H): 0.1049, atom 50 (H): 0.0924, atom 51 (H): 0.0950, atom 52 (H): 0.0540, atom 53 (H): -0.0215, atom 54 (C): -0.3266, atom 55 (Si): 0.3902, atom 56 (C): -0.3486, atom 57 (C): -0.3377, atom 58 (H): 0.0031, atom 59 (H): -0.0065, atom 60 (H): -0.0079, atom 61 (H): -0.0024, atom 62 (H): -0.0155, atom 63 (H): -0.0144, atom 64 (H): -0.0013, atom 65 (H): -0.0109, atom 66 (H): -0.0075, atom 67 (O): -0.0200, atom 68 (B): -0.3807, atom 69 (O): 0.0183, atom 70 (C): -0.2556, atom 71 (C): -0.0209, atom 72 (C): -0.1306, atom 73 (C): -0.1258, atom 74 (C): -0.0097, atom 75 (C): -0.2483, atom 76 (H): 0.1044, atom 77 (H): 0.0813, atom 78 (H): 0.0830, atom 79 (H): 0.1111

***

Entry 3:
C30H38BrCl2HgN3O3S2 | ωB97M-V/def2-TZVPD

Expectation value of S² ... 0.75
LUMO (spin up / spin down) ... -0.0790 / -0.1100 Eh
Max |F| ... 0.0033 hartree/bohr
HOMO (spin up / spin down) ... -0.3338 / -0.3942 Eh

```
! RIJCOSX wB97M-V def2-TZVPD def2/J DEFGRID3
* xyz 1 2
Hg -1.030 0.534 1.880
C 2.352 2.753 1.616
O 1.616 1.810 2.372
C 2.030 1.754 3.720
C 1.155 0.757 4.452
O -0.243 1.005 4.298
C -0.727 2.215 4.866
C -0.893 3.299 3.824
O -1.782 2.804 2.834
C -1.968 3.716 1.752
H 3.410 2.474 1.564
H 1.922 2.766 0.616
H 2.278 3.755 2.055
H 3.074 1.424 3.797
H 1.971 2.752 4.176
H 1.312 -0.241 4.047
H 1.411 0.755 5.516
H -1.699 1.983 5.306
H -0.069 2.559 5.669
H -1.318 4.194 4.293
H 0.059 3.566 3.357
H -2.357 4.666 2.125
H -1.023 3.881 1.226
H -2.685 3.269 1.067
S 0.258 -1.548 1.601
C 1.209 -1.058 0.224
N 2.182 -1.925 -0.174
C 2.844 -1.709 -1.450
C 3.201 -0.254 -1.560
N 1.998 0.543 -1.394
C 1.860 1.654 -2.329
C 1.456 1.195 -3.712
C 2.072 1.744 -4.830
C 1.696 1.354 -6.107
C 0.703 0.401 -6.278
C 0.089 -0.159 -5.165
C 0.462 0.237 -3.889
C 1.037 0.165 -0.508
S -0.362 1.205 -0.414
C 2.327 -3.286 0.346
C 1.717 -4.312 -0.583
C 2.474 -5.385 -1.034
C 1.921 -6.330 -1.890
C 0.607 -6.199 -2.307
C -0.155 -5.125 -1.864
C 0.396 -4.187 -1.006
H 2.195 -2.010 -2.279
H 3.739 -2.330 -1.481
H 3.619 -0.042 -2.543
H 3.941 0.019 -0.799
H 2.825 2.163 -2.382
H 1.136 2.361 -1.931
H 2.855 2.484 -4.705
H 2.184 1.789 -6.969
H 0.412 0.091 -7.272
H -0.682 -0.908 -5.292
H -0.022 -0.208 -3.026
H 1.880 -3.332 1.335
H 3.395 -3.480 0.457
H 3.505 -5.486 -0.714
H 2.521 -7.163 -2.232
H 0.174 -6.932 -2.977
H -1.183 -5.021 -2.186
H -0.207 -3.356 -0.656
Cl -4.018 1.376 -0.907
C -3.188 2.062 -2.320
Cl -2.600 3.699 -2.010
H -3.898 2.101 -3.137
H -2.336 1.430 -2.543
Br -5.568 -2.910 0.552
C -5.034 -1.416 1.555
C -5.951 -0.668 2.274
C -5.492 0.429 2.985
C -4.145 0.739 2.950
N -3.270 0.008 2.257
C -3.699 -1.051 1.569
H -6.998 -0.938 2.274
H -6.174 1.043 3.557
H -3.748 1.599 3.471
H -2.957 -1.614 1.017
*
```

Formally, the Löwdin partial charges of the atoms, in units of the elementary charge, are as follows: atom 1 (Hg): 0.8380, atom 2 (C): -0.0884, atom 3 (O): -0.2593, atom 4 (C): -0.2071, atom 5 (C): -0.1701, atom 6 (O): -0.2176, atom 7 (C): -0.1611, atom 8 (C): -0.1864, atom 9 (O): -0.2965, atom 10 (C): -0.0933, atom 11 (H): 0.0980, atom 12 (H): 0.0619, atom 13 (H): 0.0953, atom 14 (H): 0.1398, atom 15 (H): 0.1254, atom 16 (H): 0.0986, atom 17 (H): 0.1368, atom 18 (H): 0.1346, atom 19 (H): 0.1388, atom 20 (H): 0.1423, atom 21 (H): 0.1143, atom 22 (H): 0.1016, atom 23 (H): 0.0828, atom 24 (H): 0.0470, atom 25 (S): 0.6415, atom 26 (C): -0.6317, atom 27 (N): -0.1197, atom 28 (C): -0.1130, atom 29 (C): -0.1074, atom 30 (N): -0.1238, atom 31 (C): -0.1512, atom 32 (C): -0.2103, atom 33 (C): -0.0397, atom 34 (C): -0.0723, atom 35 (C): -0.0803, atom 36 (C): -0.0725, atom 37 (C): -0.0476, atom 38 (C): -0.6409, atom 39 (S): 0.6200, atom 40 (C): -0.1426, atom 41 (C): -0.2171, atom 42 (C): -0.0413, atom 43 (C): -0.0737, atom 44 (C): -0.0815, atom 45 (C): -0.0723, atom 46 (C): -0.0407, atom 47 (H): 0.1417, atom 48 (H): 0.1384, atom 49 (H): 0.1363, atom 50 (H): 0.1400, atom 51 (H): 0.1309, atom 52 (H): 0.0736, atom 53 (H): 0.1141, atom 54 (H): 0.1077, atom 55 (H): 0.1064, atom 56 (H): 0.1061, atom 57 (H): 0.0950, atom 58 (H): 0.0698, atom 59 (H): 0.1275, atom 60 (H): 0.1131, atom 61 (H): 0.1069, atom 62 (H): 0.1056, atom 63 (H): 0.1048, atom 64 (H): 0.0896, atom 65 (Cl): 0.5249, atom 66 (C): -1.0048, atom 67 (Cl): 0.5236, atom 68 (H): 0.0297, atom 69 (H): -0.0180, atom 70 (Br): 0.8013, atom 71 (C): -0.6794, atom 72 (C): -0.0817, atom 73 (C): -0.0284, atom 74 (C): -0.1180, atom 75 (N): -0.0346, atom 76 (C): -0.2111, atom 77 (H): 0.1166, atom 78 (H): 0.1180, atom 79 (H): 0.1048, atom 80 (H): 0.0926

***

What relative energy (zero: lowest compared OMol25 entry of this formula, charge and spin) values result from the calculations? In sequence: 0.0; 85.1; 10.0 kJ/mol.